Entry 1:
Computed, not measured: a structure of composition C16H30AlBBr4Cl5F5NO7S, with ωB97M-V/def2-TZVPD.

The geometry in XYZ format:
```
71
Properties=species:S:1:pos:R:3:mulliken_charge:R:1
C 2.24213 0.97245 -2.94181 -0.667
C 2.57064 -0.32552 -3.62850 0.382
C 2.09498 -1.76687 -2.96375 -0.831
N 2.19619 -1.80697 -1.45453 0.128
B 3.62807 -1.75556 -0.95494 0.940
O 4.44562 -2.91266 -0.51477 -0.506
O 4.32296 -0.42114 -0.91709 -0.285
C 4.54767 -0.01611 0.50156 0.201
C 3.53300 1.27292 0.75874 -0.809
S 1.29000 -3.14716 -0.79834 1.177
O 1.94495 -4.55060 -1.06394 -0.536
O 1.07232 -2.87437 0.73879 -0.558
F -0.31137 -3.26078 -1.49363 -0.349
H 2.96534 1.89161 -3.08744 0.271
H 1.28380 1.12920 -2.26028 0.273
H 3.14270 -0.34985 -4.65912 -0.088
H 2.72943 -2.67171 -3.40922 0.393
H 0.94230 -1.87640 -3.25439 0.320
H 4.33937 -3.08959 0.47161 0.009
H 5.67898 0.33341 0.59826 0.361
H 4.40364 -0.89066 1.26554 -0.091
H 3.04736 1.67833 -0.25321 0.177
H 2.61791 1.00641 1.46386 0.304
H 4.18422 2.17159 1.16708 0.328
C 4.09831 -5.16632 3.08336 0.342
Cl 3.82700 -5.98882 1.52632 -0.046
Cl 5.56385 -5.82337 3.85471 0.069
Cl 4.30690 -3.41908 2.80370 -0.123
Cl 2.69547 -5.43397 4.14882 -0.050
F 6.23798 -7.69620 5.38733 -0.614
Al 1.17092 -6.83103 5.83744 0.789
Cl 6.69618 -1.11873 0.58542 -0.026
C -2.94885 -4.05191 -0.02164 -0.777
C -3.15194 -2.77970 0.77491 -0.085
O -4.25000 -2.93305 1.66203 -0.546
H -3.85017 -4.29591 -0.59349 0.335
H -2.10845 -3.94865 -0.71393 0.001
H -2.75520 -4.89920 0.64424 0.331
H -3.36690 -1.94014 0.10729 0.267
H -2.25954 -2.53603 1.35946 0.232
H -4.04561 -3.67546 2.25605 0.292
Br -4.79113 1.44287 0.59263 -0.136
C -5.46319 0.52509 2.17701 -0.363
C -5.20819 1.33420 3.42768 -0.082
Br -3.34131 1.21169 3.97926 -0.139
H -4.99580 -0.46312 2.19606 0.164
H -6.53722 0.41091 2.00453 0.364
H -5.78010 0.93319 4.26885 0.405
H -5.43766 2.39692 3.31129 -0.181
Br 4.01585 0.72135 -6.28930 -0.074
C 5.36046 0.27855 -7.63101 -0.566
C 5.42626 -1.21243 -7.86869 -0.621
Br 6.37215 -2.11675 -6.42232 -0.125
H 6.30660 0.70601 -7.28826 0.386
H 5.03886 0.79921 -8.53755 0.332
H 6.00561 -1.43348 -8.76922 0.367
H 4.44249 -1.68272 -7.94995 0.361
C -5.40942 4.93259 0.87774 -1.054
C -6.18426 5.20662 2.15319 -0.115
O -5.45173 6.09846 3.00690 -0.317
C -5.55126 7.43415 2.71157 0.365
O -6.21457 7.88170 1.78099 -0.509
C -4.76479 8.26747 3.72327 0.848
F -3.52776 7.75379 3.98190 -0.239
F -5.40122 8.34783 4.92698 -0.239
F -4.56202 9.55172 3.31373 -0.235
H -4.40564 4.56233 1.10906 0.288
H -5.92731 4.19127 0.26257 0.315
H -5.28371 5.84594 0.28747 0.379
H -6.31658 4.27172 2.70864 0.153
H -7.18553 5.60050 1.94244 0.331
```

Results
M = 1010.15 g mol⁻¹
HOMO energy = -10.3 eV
LUMO energy = -8.6 eV
frontier orbital gap = 1.75 eV
total charge = +1
total energy = -407358.377 eV

---

Entry 2:
Computed, not measured: a structure of composition C16H30BrN2ORuSSi, with ωB97M-V/def2-TZVPD.

The geometry in XYZ format:
```
53
Properties=species:S:1:pos:R:3:mulliken_charge:R:1
Ru 0.30895 -0.02734 -0.41600 -0.259
C -1.42389 -2.24886 -1.53434 -0.747
C -0.10493 -2.92959 -1.13069 -0.772
N 0.63256 -2.06201 -0.17252 -0.022
C 2.10313 -2.30183 -0.22376 -0.759
C 2.67361 -1.78615 -1.54517 -0.841
S 1.82442 -0.24828 -2.07236 -0.159
C 0.77207 -0.85460 -3.46336 -0.682
C -0.70997 -0.52879 -3.22558 -0.712
N -1.18064 -0.83158 -1.84971 0.114
H -2.12416 -2.26834 -0.69711 0.341
H -1.88690 -2.78079 -2.37153 0.414
H 0.53214 -3.08676 -1.99848 0.310
H -0.28146 -3.91169 -0.68893 0.432
H 0.32585 -2.31622 0.76189 0.183
H 2.33252 -3.36550 -0.09885 0.510
H 2.53322 -1.74476 0.60727 0.348
H 2.61100 -2.50649 -2.35951 0.456
H 3.72642 -1.53949 -1.41569 0.526
H 0.95083 -1.91864 -3.60367 0.356
H 1.10146 -0.35871 -4.37640 0.537
H -1.31507 -1.05159 -3.97628 0.376
H -0.86736 0.54158 -3.36616 0.348
H -2.06245 -0.32970 -1.72710 0.064
Br 4.87716 2.98772 3.58282 -0.176
C 3.60834 2.12836 2.47612 0.014
C 3.55193 2.42889 1.12598 -0.664
C 2.63212 1.76778 0.31719 -0.190
C 1.72873 0.82419 0.82389 0.794
C 1.81773 0.56530 2.19565 -0.295
C 2.74217 1.19303 3.02169 -0.827
H 4.22496 3.16286 0.70361 0.436
H 2.62810 2.03061 -0.73782 0.307
H 1.14825 -0.16423 2.65893 0.302
H 2.79229 0.95990 4.07678 0.448
C -1.37967 -0.53345 2.34401 -1.221
O -1.29327 0.17650 1.10490 0.355
H -2.41141 -0.82515 2.54769 0.273
H -1.00951 0.08378 3.16198 0.366
H -0.77173 -1.43541 2.29254 0.387
C -1.61887 2.37348 -0.60449 -0.805
Si -2.37086 1.46887 0.83685 0.442
C -4.03232 0.75798 0.41734 -1.145
C -2.42814 2.53048 2.34734 -1.223
H -1.91865 3.42280 -0.54657 0.579
H -1.94680 2.00247 -1.57782 0.207
H -0.51989 2.37162 -0.57309 0.155
H -4.72132 1.57147 0.18135 0.391
H -4.46983 0.19664 1.24485 0.335
H -3.99795 0.10197 -0.45590 0.325
H -3.08652 3.38245 2.16977 0.396
H -1.43613 2.92021 2.58541 0.329
H -2.81029 2.00502 3.22304 0.343
```

Results
M = 507.56 g mol⁻¹
HOMO energy = -10.3 eV
LUMO energy = -2.5 eV
frontier orbital gap = 7.79 eV
ΔE to the lowest compared entry with this formula, charge and spin = 0.0 kcal per mole
total charge = +1
total energy = -113439.939 eV